{"formula": "C11H18N3O6PTm", "method": "ωB97M-V with the def2-TZVPD basis set", "total_charge": 3, "total_energy_ha": -2471.209444, "orbital_gap_ev": [4.77, 4.82], "multiplicity": 3, "species": ["O", "C", "Tm", "O", "C", "C", "O", "C", "O", "C", "O", "C", "N", "C", "P", "O", "N", "C", "C", "N", "C", "C", "H", "H", "H", "H", "H", "H", "H", "H", "H", "H", "H", "H", "H", "H", "H", "H", "H", "H"], "coordinates": [[-0.1566, -0.5043, -6.3842], [-0.1600, -0.5093, -5.2336], [-0.1784, -0.5437, -2.7425], [-2.0136, -3.6438, -2.8046], [-1.4335, -2.6565, -2.9177], [1.0423, 1.5542, -2.7962], [1.6082, 2.5548, -2.6970], [-2.2361, 0.7632, -2.9763], [-3.2201, 1.3669, -2.9250], [1.9541, -1.7407, -2.8763], [2.9397, -2.3245, -2.7644], [2.0816, 1.7735, 1.3068], [1.5528, 0.5985, 0.6144], [2.5640, -0.4320, 0.3068], [-0.0124, 0.1392, 0.6407], [-0.2882, -0.5901, -0.6764], [-0.2537, -0.9904, 1.8135], [-1.3498, -1.9482, 1.6908], [0.7786, -1.3929, 2.7612], [-1.1367, 1.3441, 0.6541], [-2.5358, 0.9249, 0.4391], [-1.0602, 2.4489, 1.6132], [3.1726, 1.7574, 1.2033], [1.8499, 1.7632, 2.3867], [1.6995, 2.6988, 0.8593], [3.0365, -0.8059, 1.2294], [2.1399, -1.2712, -0.2503], [3.3369, 0.0186, -0.3227], [-1.0887, -2.8122, 1.0638], [-1.5596, -2.3149, 2.7008], [-2.2598, -1.4807, 1.3078], [1.4465, -2.1677, 2.3508], [1.3887, -0.5375, 3.0767], [0.2731, -1.8127, 3.6358], [-2.6327, 0.1688, -0.3421], [-2.9952, 0.5692, 1.3772], [-3.0940, 1.8071, 0.1096], [-1.1028, 2.0934, 2.6568], [-0.1594, 3.0541, 1.4687], [-1.9377, 3.0804, 1.4421]]}


{"formula": "C15H14Cl2IrN3O", "method": "ωB97M-V with the def2-TZVPD basis set", "total_charge": 2, "total_energy_ha": -1843.548607, "e_above_lowest_ev": 0.000, "orbital_gap_ev": [3.98, 4.06], "multiplicity": 1, "species": ["Ir", "C", "C", "N", "N", "C", "O", "C", "C", "C", "C", "C", "C", "C", "C", "C", "C", "C", "N", "H", "H", "H", "H", "H", "H", "H", "H", "H", "H", "H", "H", "Cl", "C", "Cl", "H", "H"], "coordinates": [[0.5068, 1.0214, -1.3003], [-1.5890, -2.5388, -0.3166], [-0.9134, -1.4072, -0.9707], [-0.4223, -0.3856, -0.2741], [-0.5548, -0.2707, 1.0345], [0.0978, 0.8666, 1.4702], [0.6498, 1.6741, 0.6232], [0.1058, 1.1445, 2.8667], [0.7567, 2.3052, 3.3320], [0.7759, 2.5736, 4.6775], [0.1523, 1.6935, 5.5707], [-0.5001, 0.5507, 5.1145], [-0.5305, 0.2696, 3.7714], [-0.7291, -1.2826, -2.4195], [-1.1928, -2.2202, -3.3139], [-0.9881, -2.0293, -4.6813], [-0.3327, -0.8968, -5.1041], [0.1194, 0.0243, -4.1538], [-0.0671, -0.1655, -2.8582], [-1.6079, -2.4102, 0.7598], [-1.0889, -3.4802, -0.5626], [-2.6162, -2.6101, -0.6895], [1.2295, 2.9730, 2.6259], [1.2696, 3.4627, 5.0438], [0.1763, 1.9046, 6.6323], [-0.9825, -0.1142, 5.8179], [-1.0368, -0.6146, 3.4089], [-1.7173, -3.0959, -2.9492], [-1.3407, -2.7590, -5.3989], [-0.1615, -0.7050, -6.1541], [0.6308, 0.9313, -4.4430], [0.6173, 2.9619, -2.3593], [2.6064, 0.8293, -1.2895], [2.8061, -0.6797, -0.4871], [2.9465, 1.6714, -0.7003], [2.9246, 0.8078, -2.3233]]}


{"formula": "C37H44NO2RuSe", "method": "ωB97M-V with the def2-TZVPD basis set", "total_charge": 1, "total_energy_ha": -4137.496890, "orbital_gap_ev": [6.94, 5.59], "multiplicity": 5, "species": ["Ru", "C", "C", "C", "C", "C", "C", "C", "Se", "C", "C", "C", "C", "C", "C", "O", "C", "C", "C", "C", "C", "C", "C", "C", "C", "O", "C", "C", "C", "C", "C", "C", "H", "H", "H", "H", "H", "H", "H", "H", "H", "H", "H", "H", "H", "H", "H", "H", "H", "H", "H", "H", "H", "H", "H", "H", "H", "H", "H", "H", "H", "H", "H", "H", "H", "H", "H", "H", "H", "H", "H", "H", "N", "C", "C", "C", "C", "C", "C", "C", "C", "C", "H", "H", "H", "H"], "coordinates": [[-0.2238, 1.9351, -1.8099], [-2.9638, -1.2760, 4.3440], [-3.5693, -1.8554, 3.0661], [-5.0844, -1.6013, 3.0833], [-3.3054, -3.3695, 3.0489], [-2.9644, -1.2245, 1.8122], [-2.0236, -0.2133, 1.8601], [-1.5200, 0.2866, 0.6689], [-0.1348, 1.6241, 0.6685], [1.3285, 0.3642, 0.4326], [1.7141, -0.3385, 1.5289], [2.7354, -1.3111, 1.4316], [3.3415, -1.5111, 0.1763], [3.0108, -0.8311, -0.9686], [1.9571, 0.1717, -0.8619], [1.6170, 0.8502, -1.8707], [3.7502, -1.1855, -2.2674], [5.2520, -0.9087, -2.0552], [3.5315, -2.6838, -2.5548], [3.3062, -0.4113, -3.5144], [3.1827, -2.1367, 2.6229], [4.6852, -1.8975, 2.8590], [2.4168, -1.7747, 3.8971], [2.9373, -3.6235, 2.3036], [-1.9164, -0.1565, -0.5856], [-1.3446, 0.3961, -1.6831], [-2.8876, -1.1702, -0.6616], [-3.3653, -1.6656, 0.5449], [-3.3903, -1.6872, -2.0155], [-4.0561, -0.5362, -2.7838], [-4.4339, -2.7956, -1.8500], [-2.2241, -2.2655, -2.8312], [-3.4040, -1.7738, 5.2091], [-3.1666, -0.2062, 4.4423], [-1.8819, -1.4343, 4.3849], [-5.5233, -2.0155, 3.9940], [-5.5793, -2.0697, 2.2302], [-5.2987, -0.5306, 3.0558], [-3.6932, -3.8262, 3.9624], [-2.2336, -3.5757, 2.9906], [-3.7916, -3.8558, 2.2013], [-1.6769, 0.1926, 2.8026], [1.2271, -0.1471, 2.4757], [4.1198, -2.2591, 0.1106], [5.6771, -1.5185, -1.2566], [5.4230, 0.1427, -1.8129], [5.7928, -1.1371, -2.9754], [3.9204, -3.3247, -1.7627], [4.0455, -2.9496, -3.4801], [2.4687, -2.9037, -2.6819], [3.4862, 0.6591, -3.4234], [2.2518, -0.5671, -3.7420], [3.8881, -0.7820, -4.3599], [4.8892, -0.8408, 3.0461], [5.2898, -2.2173, 2.0084], [5.0094, -2.4675, 3.7318], [2.5691, -0.7301, 4.1813], [2.7782, -2.3943, 4.7183], [1.3440, -1.9606, 3.7917], [3.5233, -3.9603, 1.4466], [1.8817, -3.8090, 2.0916], [3.2248, -4.2299, 3.1647], [-4.1109, -2.4466, 0.5040], [-4.8922, -0.1264, -2.2130], [-4.4437, -0.9047, -3.7366], [-3.3552, 0.2675, -2.9971], [-5.3189, -2.4468, -1.3127], [-4.0235, -3.6647, -1.3299], [-4.7578, -3.1263, -2.8380], [-1.4811, -1.5079, -3.0762], [-2.6051, -2.6818, -3.7664], [-1.7317, -3.0698, -2.2789], [-0.2396, 11.7476, -1.4776], [-0.1535, 10.6030, -1.5374], [-0.0455, 9.1669, -1.6118], [1.2121, 8.5668, -1.6293], [1.3151, 7.1920, -1.6965], [0.1597, 6.4041, -1.7455], [-1.0995, 7.0148, -1.7296], [-1.2010, 8.3894, -1.6643], [0.2590, 4.9860, -1.8067], [0.3688, 3.7616, -1.9124], [2.0985, 9.1841, -1.5892], [2.2854, 6.7141, -1.7135], [-1.9895, 6.4009, -1.7711], [-2.1694, 8.8707, -1.6507]]}


{"formula": "C5H7NO", "method": "ωB97M-V with the def2-TZVPD basis set", "total_energy_ha": -324.673534, "e_above_lowest_ev": 1.386, "orbital_gap_ev": 11.13, "multiplicity": 1, "smiles": "C=C[C@H](C#N)CO", "species": ["C", "C", "C", "C", "N", "C", "O", "H", "H", "H", "H", "H", "H", "H"], "coordinates": [[0.4940, -1.8179, -0.6472], [1.0308, -0.7108, -0.1713], [0.3092, 0.2854, 0.6991], [-0.8511, -0.2901, 1.3372], [-1.7931, -0.7201, 1.8203], [-0.1388, 1.5048, -0.1562], [-0.9496, 1.1476, -1.2367], [-0.5138, -2.1186, -0.4025], [1.0483, -2.4784, -1.2925], [2.0419, -0.4213, -0.4308], [0.9817, 0.6537, 1.4838], [-0.6396, 2.2363, 0.4987], [0.7485, 1.9714, -0.5939], [-1.7686, 0.7581, -0.9079]]}


multiplicity of number 4 (C5H7NO)? 1


multiplicity of number 4 (C5H7NO)? 1